(1)
{"formula": "C7H18BN2O3", "method": "ωB97M-V/def2-TZVPD", "species": ["C", "C", "B", "O", "C", "C", "C", "N", "C", "H", "H", "H", "H", "H", "H", "H", "H", "H", "H", "H", "H", "H", "H", "H", "C", "N", "O", "O", "H", "H", "H"], "xyz": [[-3.3846, -0.0395, 0.8832], [-2.9577, 1.0657, -0.0885], [-1.4768, 1.0566, -0.6282], [-1.1136, 1.8965, -1.6335], [-0.2729, 0.1724, -0.0747], [-0.3658, -1.3664, 0.0365], [-0.0201, -1.7155, 1.4799], [0.8500, -0.5678, 1.9042], [0.2185, 0.6551, 1.2874], [-4.4720, -0.0919, 0.9453], [-3.0521, -1.0272, 0.5691], [-3.0384, 0.1534, 1.9007], [-3.6174, 1.0834, -0.9615], [-3.1086, 2.0383, 0.3999], [-1.7523, 2.6019, -1.7453], [0.5400, 0.3536, -0.7777], [0.4328, -1.7939, -0.5751], [-1.2778, -1.8407, -0.3122], [-0.9037, -1.6611, 2.1157], [0.4984, -2.6586, 1.6170], [0.8638, -0.4457, 2.9156], [1.8208, -0.6599, 1.5907], [0.9060, 1.4922, 1.2337], [-0.6317, 0.8890, 1.9313], [3.7270, 0.2660, -2.6198], [3.4752, -0.1934, -1.2271], [2.8309, 0.5352, -0.4866], [3.9168, -1.2676, -0.8989], [3.2652, 1.2371, -2.7466], [4.8038, 0.3104, -2.7515], [3.2961, -0.4777, -3.2833]], "nbo_charge": [-0.60, -0.80, 1.01, -0.85, -0.60, -0.41, -0.22, -0.50, -0.20, 0.23, 0.19, 0.19, 0.25, 0.24, 0.50, 0.26, 0.22, 0.25, 0.22, 0.24, 0.44, 0.45, 0.25, 0.21, -0.49, 0.54, -0.44, -0.35, 0.24, 0.25, 0.25], "e_above_lowest_kcal_mol": 0.0, "gap_ev": 10.596, "total_energy_ha": -637.3386, "charge": 1}

---

(2)
{"formula": "C7H18ClNdOPr", "method": "ωB97M-V/def2-TZVPD", "species": ["Nd", "Cl", "C", "H", "H", "H", "Pr", "C", "C", "C", "H", "H", "H", "H", "H", "H", "H", "H", "C", "C", "C", "O", "H", "H", "H", "H", "H", "H", "H"], "xyz": [[-0.1898, 0.0191, -1.3399], [-0.4063, -1.4061, 0.8737], [2.0573, 0.3392, -0.7939], [2.2191, 1.1547, -1.5410], [2.7274, -0.5032, -1.0453], [2.3471, 0.7467, 0.1888], [0.6994, -3.9184, 0.5311], [3.0100, -4.5980, 1.2476], [-1.3508, -5.2489, 0.6823], [0.9370, -3.7995, -1.7118], [-1.9708, -4.5587, 0.0721], [-1.4677, -6.2380, 0.2093], [-1.7933, -5.3164, 1.6886], [3.5693, -3.7550, 0.7865], [3.1699, -4.5836, 2.3427], [3.4793, -5.5201, 0.8591], [1.8874, -3.6857, -2.2586], [0.1703, -3.9709, -2.4865], [-2.8771, 3.3468, -0.4939], [-1.3712, 3.2195, -0.5172], [-0.7047, 3.6426, 0.7713], [-0.9562, 1.8896, -0.8432], [-3.2605, 2.8318, 0.3971], [-3.3095, 2.8477, -1.3718], [-3.1619, 4.4170, -0.4690], [-0.9878, 3.8443, -1.3215], [-1.1883, 3.1445, 1.6169], [0.3580, 3.3603, 0.8186], [-0.7795, 4.7288, 0.9360]], "lowdin_charge": [1.37, -0.06, -0.40, -0.05, -0.03, -0.03, 0.52, -0.35, -0.35, -0.38, -0.05, -0.05, -0.06, -0.05, -0.07, -0.06, -0.13, -0.15, -0.07, -0.56, -0.07, -0.52, 0.08, 0.07, 0.08, 0.12, 0.08, 0.08, 0.08], "e_above_lowest_kcal_mol": 0.0, "gap_ev": [3.826, 4.029], "total_energy_ha": -1891.2447, "multiplicity": 6, "s2": 8.7785, "charge": -1}

---

(3)
{"formula": "C7H18N2", "method": "ωB97M-V/def2-TZVPD", "species": ["C", "C", "N", "C", "C", "C", "N", "C", "C", "H", "H", "H", "H", "H", "H", "H", "H", "H", "H", "H", "H", "H", "H", "H", "H", "H", "H"], "xyz": [[1.3325, -2.2406, 0.5712], [0.3970, -1.2650, -0.4555], [-0.7750, -1.9797, -0.8131], [0.2499, -0.0053, 0.3507], [1.5352, 0.7956, 0.5263], [-0.4613, -0.1675, 1.6841], [-0.7698, 0.8041, -0.7401], [-1.8071, 1.6171, -0.1560], [-0.1127, 1.5346, -1.7996], [2.1881, -1.7696, 1.0441], [1.6948, -3.0300, -0.0822], [0.6787, -2.6881, 1.3140], [1.0129, -1.0984, -1.3397], [-1.4085, -2.1194, -0.0357], [-1.2667, -1.5004, -1.5573], [1.2854, 1.8430, 0.6917], [2.1791, 0.7236, -0.3475], [2.1043, 0.4376, 1.3818], [-0.7156, 0.8089, 2.0930], [-1.3706, -0.7594, 1.6032], [0.1941, -0.6550, 2.4028], [-2.4812, 1.0043, 0.4438], [-1.4206, 2.4464, 0.4647], [-2.4239, 2.0596, -0.9463], [0.6480, 0.9183, -2.2761], [0.3537, 2.4736, -1.4509], [-0.8406, 1.8117, -2.5715]], "nbo_charge": [-0.63, -0.04, -0.84, 0.19, -0.65, -0.65, -0.49, -0.41, -0.42, 0.20, 0.22, 0.20, 0.19, 0.35, 0.38, 0.22, 0.21, 0.22, 0.22, 0.21, 0.22, 0.19, 0.15, 0.20, 0.19, 0.16, 0.20], "smiles": "C[C@@H](N)C(C)(C)N(C)C", "e_above_lowest_kcal_mol": 37.5, "gap_ev": 8.947, "total_energy_ha": -386.9698}

---

(4)
{"formula": "C7H18N2", "method": "ωB97M-V/def2-TZVPD", "species": ["C", "C", "C", "C", "C", "C", "N", "H", "H", "H", "H", "H", "H", "H", "H", "H", "H", "H", "H", "H", "C", "N", "H", "H", "H", "H", "H"], "xyz": [[-1.2639, 0.2773, 0.0438], [-1.3556, 0.9389, 1.3914], [-1.7005, -1.1616, 0.0113], [-1.7512, 1.0871, -1.1209], [1.4122, 1.5717, -0.5390], [0.9086, 0.1614, -0.6554], [1.0634, -0.5120, -1.7419], [0.6842, -1.4556, -1.6894], [-0.9888, 1.9665, 1.3647], [-2.3986, 0.9761, 1.7397], [-0.7924, 0.3936, 2.1563], [-1.2575, -1.7462, 0.8243], [-2.7913, -1.2443, 0.1152], [-1.4363, -1.6287, -0.9418], [-1.4231, 2.1264, -1.0621], [-1.3939, 0.6655, -2.0646], [-2.8510, 1.0932, -1.1550], [2.4943, 1.5846, -0.6888], [0.9687, 2.1970, -1.3157], [1.1910, 2.0040, 0.4366], [1.8588, -0.9338, 1.0644], [2.2932, -2.0977, 0.4569], [1.6218, -2.8524, 0.4433], [2.6890, -1.9514, -0.4673], [2.6091, -0.1591, 1.1695], [1.2457, -1.0825, 1.9472], [0.3642, -0.2179, 0.2774]], "nbo_charge": [0.04, -0.66, -0.67, -0.66, -0.68, 0.12, -0.81, 0.33, 0.22, 0.22, 0.21, 0.20, 0.22, 0.22, 0.21, 0.23, 0.21, 0.23, 0.23, 0.21, -0.21, -0.80, 0.37, 0.39, 0.19, 0.19, 0.28], "e_above_lowest_kcal_mol": 117.4, "gap_ev": [7.206, 7.149], "total_energy_ha": -386.8424}

---

(5)
{"formula": "C7H18N2O4", "method": "ωB97M-V/def2-TZVPD", "species": ["O", "C", "C", "N", "C", "C", "N", "C", "O", "C", "O", "C", "O", "H", "H", "H", "H", "H", "H", "H", "H", "H", "H", "H", "H", "H", "H", "H", "H", "H", "H"], "xyz": [[-1.7900, -2.3110, -2.0819], [-2.1179, -3.2103, -1.0422], [-1.1507, -3.1924, 0.1365], [-0.2550, -2.1957, -0.1112], [0.7020, -1.8365, 0.9733], [1.3646, -0.4632, 0.7043], [0.5379, 0.6651, 0.7176], [0.2399, 1.3457, -0.4639], [-0.9081, 0.9172, -1.1990], [-0.0113, 2.8278, -0.1642], [-0.9788, 2.7345, 0.9415], [1.2958, 3.5355, 0.3650], [2.2417, 3.8358, -0.6355], [-0.8199, -2.4146, -2.1850], [-2.1283, -4.2799, -1.3822], [-3.1579, -2.9032, -0.7566], [-1.6967, -3.1228, 1.0674], [-0.7119, -4.1833, 0.0854], [-0.5401, -1.3732, -0.6404], [0.2591, -1.9983, 1.9854], [1.5734, -2.5389, 0.8948], [2.2036, -0.2959, 1.3838], [1.9920, -0.5708, -0.2130], [-0.3479, 0.5510, 1.2087], [1.1152, 1.2438, -1.1813], [-1.7255, 1.0261, -0.7197], [-0.4967, 3.4139, -0.9956], [-0.3297, 2.6407, 1.6887], [1.0531, 4.5011, 0.9395], [1.8111, 3.0153, 1.1108], [2.7769, 4.6365, -0.4312]], "nbo_charge": [-0.71, -0.06, -0.23, -0.68, -0.22, -0.23, -0.67, 0.22, -0.74, 0.05, -0.73, -0.09, -0.73, 0.47, 0.15, 0.17, 0.16, 0.17, 0.41, 0.17, 0.19, 0.19, 0.20, 0.38, 0.19, 0.48, 0.21, 0.47, 0.16, 0.17, 0.48], "smiles": "OCCNCCN[C@@H](O)[C@@H](O)CO", "e_above_lowest_kcal_mol": 18.7, "gap_ev": 9.211, "total_energy_ha": -687.8948}

---

(6)
{"formula": "C7H18N4", "method": "ωB97M-V/def2-TZVPD", "species": ["C", "C", "C", "C", "C", "C", "C", "N", "N", "N", "N", "H", "H", "H", "H", "H", "H", "H", "H", "H", "H", "H", "H", "H", "H", "H", "H", "H", "H"], "xyz": [[-1.1723, -0.8181, -0.4530], [-1.0860, 1.5157, -0.1431], [0.6375, -0.0388, -1.1459], [1.8892, -1.0729, 1.5886], [-3.0951, 0.2539, 0.7589], [1.0749, 2.4116, -0.5906], [2.2639, -1.5551, 0.1969], [-1.7262, 0.2477, 0.0925], [1.6792, -0.8459, -0.9959], [-1.6603, -2.0101, -0.5428], [0.3579, 1.1538, -0.3002], [-1.5962, 1.7975, -1.1144], [-1.4148, 2.0845, 0.7507], [0.4226, 0.1103, -2.2784], [0.7584, -1.1184, 1.6299], [2.4613, -1.6345, 2.2484], [2.2621, 0.0222, 1.6662], [-3.5990, -0.6819, 0.7925], [-3.0527, 0.4109, 1.7633], [-3.8468, 0.8379, 0.3731], [2.0796, 2.1604, -0.5752], [0.8035, 2.5311, -1.7184], [0.8374, 3.3450, -0.1089], [3.3933, -1.3900, 0.2364], [1.8948, -2.5411, 0.2122], [2.3494, -0.9136, -1.7401], [-1.0293, -2.6849, -0.9246], [-2.6415, -2.3391, -0.3857], [0.7552, 0.7619, 0.7073]], "nbo_charge": [0.48, -0.05, 0.23, -0.60, -0.45, -0.42, -0.23, -0.40, -0.61, -0.74, -0.46, 0.26, 0.28, 0.28, 0.19, 0.27, 0.19, 0.24, 0.24, 0.25, 0.24, 0.23, 0.28, 0.25, 0.22, 0.44, 0.44, 0.45, 0.50], "e_above_lowest_kcal_mol": 90.8, "gap_ev": 10.661, "total_energy_ha": -495.7952, "charge": 2}

---

(7)
{"formula": "C7H18N4P", "method": "ωB97M-V/def2-TZVPD", "species": ["C", "P", "N", "C", "C", "N", "C", "C", "N", "C", "C", "N", "H", "H", "H", "H", "H", "H", "H", "H", "H", "H", "H", "H", "H", "H", "H", "H", "H", "H"], "xyz": [[3.5794, 0.2516, 0.0583], [1.9030, 0.1105, -0.0788], [1.1172, -0.8824, -1.2318], [0.1196, -1.8235, -0.9646], [-1.2501, -1.2871, -0.9213], [-1.6771, -0.2130, 0.1690], [-1.5368, 1.2435, -0.2318], [-0.4156, 1.6936, -1.1112], [0.7368, 1.8047, -0.3519], [-1.1312, -0.4860, 1.5877], [0.2058, -0.0333, 2.1376], [1.3927, -0.3152, 1.4044], [3.9968, 0.9124, 0.8498], [4.1719, 0.0965, -0.9116], [1.6080, -0.9295, -2.1562], [0.3386, -2.4375, -0.0795], [-0.0381, -2.4585, -1.7584], [-1.5256, -0.7695, -1.8526], [-1.9354, -2.0380, -0.8409], [-2.7220, -0.2461, 0.2703], [-1.5071, 1.8869, 0.5805], [-2.4883, 1.3763, -0.6830], [-0.1937, 1.0064, -1.8942], [-0.8068, 2.6970, -1.4102], [1.5011, 2.4738, -0.6364], [-1.2890, -1.5416, 1.6833], [-1.8647, -0.0024, 2.1397], [0.0350, 1.0474, 2.3010], [0.3006, -0.3152, 3.1178], [2.2577, -0.3314, 1.9655]], "nbo_charge": [-1.20, 1.93, -0.98, -0.25, -0.19, -0.35, -0.22, -0.26, -0.95, -0.20, -0.23, -1.00, 0.27, 0.26, 0.44, 0.22, 0.24, 0.22, 0.22, 0.44, 0.23, 0.20, 0.19, 0.23, 0.40, 0.21, 0.22, 0.20, 0.24, 0.45], "smiles": "C=P12NCC[NH+](CCN1)CCN2", "e_above_lowest_kcal_mol": 7.1, "gap_ev": 7.793, "total_energy_ha": -837.5422, "charge": 1}

---

(8)
{"formula": "C7H18N6OP", "method": "ωB97M-V/def2-TZVPD", "species": ["C", "N", "N", "C", "N", "C", "N", "C", "C", "N", "P", "O", "N", "C", "C", "H", "H", "H", "H", "H", "H", "H", "H", "H", "H", "H", "H", "H", "H", "H", "H", "H", "H"], "xyz": [[1.4132, 2.8676, -0.6761], [0.9001, 1.5701, -0.3960], [-0.1716, 1.1208, -1.1860], [-0.0277, -0.3313, -1.5488], [-0.1060, -1.2476, -0.3875], [-1.3233, -0.9507, 0.2692], [-1.5336, 0.4511, 0.6985], [-2.8390, 0.5469, 1.4093], [-1.4648, 1.3767, -0.4789], [-0.5825, 0.6842, 1.6400], [0.8980, 0.8276, 1.1230], [2.0274, 1.2268, 1.9537], [1.0970, -1.1257, 0.4846], [2.3169, -1.1654, -0.3242], [1.0887, -2.3036, 1.3676], [2.1787, 2.9251, -1.4779], [0.6326, 3.5841, -0.9818], [1.8141, 3.0234, 0.3104], [0.9807, -0.5750, -2.0126], [-0.8562, -0.5425, -2.2391], [-2.1518, -1.0213, -0.4315], [-1.4891, -1.5376, 1.1342], [-3.4447, -0.4415, 1.4856], [-2.6873, 1.0605, 2.3369], [-3.4289, 1.3118, 0.8177], [-1.6532, 2.4521, -0.1591], [-2.3319, 0.9889, -1.1207], [2.4629, -0.1995, -0.6900], [2.9696, -1.6690, 0.2852], [2.0362, -1.8725, -1.1343], [0.0640, -2.5474, 1.5772], [1.7989, -3.0870, 0.9543], [1.7351, -1.9897, 2.2445]], "nbo_charge": [-0.40, -0.66, -0.30, -0.10, -0.31, -0.06, -0.10, -0.42, -0.08, -0.96, 2.33, -1.01, -0.31, -0.41, -0.42, 0.21, 0.21, 0.24, 0.25, 0.24, 0.22, 0.23, 0.25, 0.27, 0.22, 0.27, 0.22, 0.24, 0.23, 0.21, 0.23, 0.23, 0.25], "smiles": "CN1N2CN3C[N@+](C)(C2)N=[P@@]1([O-])[N+]3(C)C", "e_above_lowest_kcal_mol": 35.3, "gap_ev": 10.226, "total_energy_ha": -1022.2647, "charge": 1}

---

Which formula does entry 1 have?
C7H18BN2O3